{"formula": "C6H7NO", "method": "the ωB97M-V functional and the def2-TZVPD basis", "species": ["C", "C", "C", "C", "C", "C", "H", "H", "H", "H", "H", "H", "H", "N", "O"], "coordinates": [[-0.970531, 0.323256, 0.039684], [-0.062899, -0.144890, 1.052000], [-0.114310, -1.569269, 0.387324], [-0.336771, -0.720431, -0.858496], [1.030211, -0.141598, -0.852203], [1.307302, 0.266104, 0.576113], [-0.362412, 0.183246, 2.123605], [0.679482, -2.188418, 0.434361], [-0.978303, -2.162785, 0.630606], [-0.863062, -0.984701, -1.795020], [1.809490, -0.443278, -1.627546], [0.434949, 1.834544, -0.683869], [2.171019, 0.003986, 1.204887], [1.247477, 1.300014, -0.587376], [-2.092690, 0.822285, 0.219760]], "forces_ev_per_angstrom": [[-5.0, -0.9, 0.8], [1.2, 0.8, 5.3], [-4.8, 1.4, 0.7], [-0.8, 0.6, -2.2], [4.1, 1.7, -2.8], [-0.8, 0.7, -2.4], [0.6, -1.1, -1.6], [3.1, -1.5, 0.0], [-0.6, -0.1, 0.4], [0.7, -0.3, 0.5], [-1.1, -0.3, 1.4], [-1.7, 1.1, 0.5], [-0.2, 0.7, -0.8], [2.3, -2.4, 1.4], [2.8, -0.5, -1.3]], "total_charge": 0, "e_homo_ev": -9.5995, "orbital_gap_ev": 10.5, "e_above_lowest_kj_mol": 366.1, "spin_multiplicity": 1, "max_force_ev_per_a": 5.506}

=====

{"formula": "C6H7NO", "method": "the ωB97M-V functional and the def2-TZVPD basis", "species": ["C", "C", "C", "C", "C", "C", "H", "H", "H", "H", "H", "H", "H", "N", "O"], "coordinates": [[-2.308338, 0.037578, 0.743855], [-1.344434, 0.600739, -0.232304], [0.179068, 0.439143, -0.122439], [1.281941, 1.223533, -0.088519], [2.354764, 0.269092, 0.163261], [1.862961, -0.967418, 0.124262], [-3.178106, 0.646547, 0.904253], [-1.989277, -0.536255, 1.622082], [-1.692946, -1.412907, -0.656859], [-1.697841, 1.547382, -0.511923], [1.289365, 2.303468, -0.128822], [3.344323, 0.479105, 0.105202], [2.417298, -1.930682, 0.184552], [-2.155947, -0.514397, -0.623625], [0.555380, -0.888986, -0.085227]], "forces_ev_per_angstrom": [[0.7, -1.0, 0.3], [2.4, -0.8, 1.0], [-1.5, -0.8, -0.5], [-0.2, -1.0, 0.8], [-1.4, 1.2, -0.9], [1.3, -0.5, 0.0], [-0.4, -0.1, 0.0], [0.1, 0.1, -0.6], [0.4, 0.2, 0.3], [0.0, 1.2, -1.2], [0.2, -0.2, 0.0], [2.8, 0.7, 0.3], [-1.1, 0.8, -0.1], [-1.3, 0.4, 0.0], [-1.9, -0.4, 0.5]], "total_charge": 0, "e_homo_ev": -8.4875, "orbital_gap_ev": 9.6, "e_above_lowest_kj_mol": 193.3, "spin_multiplicity": 1, "max_force_ev_per_a": 2.922}

=====

{"formula": "C6H7NO", "method": "the ωB97M-V functional and the def2-TZVPD basis", "species": ["C", "C", "C", "C", "C", "C", "N", "O", "H", "H", "H", "H", "H", "H", "H"], "coordinates": [[0.781948, -1.440633, 0.510014], [-0.512888, -1.602853, 1.190855], [0.548838, -1.027591, 1.974722], [-0.844970, 1.498096, -0.766424], [-0.020737, 1.580758, -1.974924], [0.172727, 0.456240, -0.931311], [0.882159, -0.553678, -0.585236], [-1.696763, -1.664182, 1.065273], [1.561180, -2.231113, 0.252777], [0.910114, -1.809118, 2.581213], [0.597055, -0.095284, 2.481390], [-0.594601, 1.981580, 0.242010], [-1.977163, 1.318296, -0.944603], [-0.493615, 1.186472, -2.833150], [0.686715, 2.403009, -2.262607]], "forces_ev_per_angstrom": [[1.8, 1.2, -0.8], [1.4, -1.7, 0.8], [1.2, -0.8, -0.9], [-2.9, -0.5, 3.1], [2.9, -0.1, 0.1], [0.8, -0.8, -0.8], [-0.5, 2.5, -1.2], [-4.1, 0.3, -0.9], [-1.6, 0.1, 0.9], [0.9, -0.7, 1.2], [-0.3, 1.4, -0.3], [-0.6, 0.2, -1.8], [2.0, 0.2, 0.7], [-0.7, -0.3, -0.8], [-0.5, -0.9, 0.8]], "s_squared": 2.01, "total_charge": 0, "e_homo_ev": [-5.7519, -9.0373], "orbital_gap_ev": [6.6, 7.0], "e_above_lowest_kj_mol": 276.0, "spin_multiplicity": 3, "max_force_ev_per_a": 4.310}

=====

{"formula": "C6H7NO", "method": "the ωB97M-V functional and the def2-TZVPD basis", "species": ["C", "C", "C", "C", "C", "C", "N", "O", "H", "H", "H", "H", "H", "H", "H"], "coordinates": [[0.241446, 1.232905, -0.023873], [2.181691, 0.109207, 0.016458], [-0.047311, -0.079760, -0.025575], [1.197534, -0.821002, -0.065572], [-2.525767, -0.312668, -0.064431], [-1.306143, -0.812327, 0.059074], [1.573032, 1.355927, 0.058194], [1.323072, -2.151443, 0.041691], [-0.223725, 2.221203, 0.060073], [3.272079, -0.070391, -0.215779], [-3.322260, -1.083182, 0.132836], [-2.886238, 0.761610, -0.074670], [-1.294086, -1.806010, 0.345329], [2.069881, 2.318718, 0.036759], [2.225612, -2.317653, -0.372752]], "forces_ev_per_angstrom": [[0.4, 4.5, 0.2], [1.8, -0.7, -1.1], [-4.7, -6.0, 0.1], [0.4, 1.9, 1.2], [-8.7, 3.1, -0.3], [9.1, 0.9, 0.2], [3.0, 2.8, -0.4], [1.7, -0.9, -1.5], [-0.9, -1.1, -0.1], [-1.4, 0.6, 0.7], [0.4, 1.3, -0.5], [0.8, -1.4, 0.1], [0.8, -1.9, 0.3], [-1.2, -2.8, 0.0], [-1.7, -0.3, 0.9]], "s_squared": 2.01, "total_charge": 0, "e_homo_ev": [-4.3976, -8.3022], "orbital_gap_ev": [5.1, 6.6], "e_above_lowest_kj_mol": 38.4, "spin_multiplicity": 3, "max_force_ev_per_a": 9.219}

=====

{"formula": "C6H7NO2", "method": "the ωB97M-V functional and the def2-TZVPD basis", "species": ["C", "C", "C", "C", "C", "N", "C", "O", "O", "H", "H", "H", "H", "H", "H", "H"], "coordinates": [[1.845338, -0.294544, 1.197139], [0.806657, -0.190542, -1.184879], [-0.546674, 0.031070, -1.744201], [-0.609877, 0.076161, 0.542848], [0.695051, -0.106372, 0.288010], [-1.242890, 0.137024, 1.749048], [-1.352433, 0.197852, -0.690398], [-0.853021, 0.051812, -3.070591], [1.824599, -0.418154, -1.808698], [-1.811278, 0.179672, -3.159195], [-0.649182, 0.368968, 2.540805], [-2.146735, 0.599129, 1.759102], [-2.411225, 0.396695, -0.733334], [1.598209, -0.994362, 2.001304], [2.715993, -0.695561, 0.668910], [2.137468, 0.661152, 1.644130]], "forces_ev_per_angstrom": [[0.2, 0.0, 0.4], [2.2, -0.4, 0.3], [-1.9, 0.3, -0.4], [0.7, 0.2, 0.8], [0.2, -0.4, -0.7], [-0.1, 0.4, 0.4], [-1.3, 0.1, -1.5], [0.3, 0.0, 0.7], [-0.6, 0.1, 0.0], [0.4, 0.0, 0.0], [-0.3, -0.2, -0.2], [0.3, -0.2, 0.1], [-0.2, 0.0, 0.0], [0.1, 0.1, 0.1], [-0.2, 0.1, 0.0], [0.1, -0.1, 0.1]], "total_charge": 0, "e_homo_ev": -7.7646, "orbital_gap_ev": 7.7, "e_above_lowest_kj_mol": 87.7, "spin_multiplicity": 1, "max_force_ev_per_a": 2.248}

=====

{"formula": "C6H7NO2", "method": "the ωB97M-V functional and the def2-TZVPD basis", "species": ["C", "C", "C", "C", "C", "C", "H", "H", "H", "H", "H", "H", "H", "N", "O", "O"], "coordinates": [[-2.093316, -0.836943, 0.105823], [-0.738222, -0.155070, -0.047680], [-0.547362, 1.240364, -0.038892], [0.738537, 1.790093, 0.044656], [1.819964, 0.879498, 0.041285], [0.430171, -0.922483, -0.019980], [-3.977551, -0.350067, 0.109681], [-2.233431, -1.774358, -0.567362], [-2.169100, -1.341208, 1.137539], [-1.433350, 1.865204, 0.051706], [0.951698, 2.852085, 0.005680], [2.897579, 1.131324, -0.012746], [0.327130, -2.022684, -0.016570], [1.674463, -0.490104, 0.034436], [-3.162988, 0.073930, -0.121041], [2.695132, -1.186720, -0.061490]], "forces_ev_per_angstrom": [[-0.5, -2.1, 0.1], [1.1, 1.1, 0.5], [-0.9, -0.2, 0.7], [1.0, -2.3, -0.6], [0.3, 1.3, 0.1], [-2.5, -2.9, 0.1], [-0.6, -0.4, 0.2], [0.6, 1.6, 0.5], [0.2, 1.1, -1.0], [0.2, 0.0, -0.3], [-0.2, -0.2, 0.2], [-1.0, 0.1, 0.2], [0.3, 0.6, -0.1], [-0.5, 3.4, -0.7], [1.3, 0.3, 0.0], [1.2, -1.7, 0.2]], "total_charge": 0, "e_homo_ev": -8.4284, "orbital_gap_ev": 9.0, "e_above_lowest_kj_mol": 250.3, "spin_multiplicity": 1, "max_force_ev_per_a": 3.805}

=====

{"formula": "C6H7NO2S", "method": "the ωB97M-V functional and the def2-TZVPD basis", "species": ["C", "C", "C", "C", "C", "C", "N", "O", "O", "S", "H", "H", "H", "H", "H", "H", "H"], "coordinates": [[0.938913, -1.888070, 0.126278], [1.037704, -1.462027, 1.437252], [0.340159, -1.192096, -0.828513], [0.229119, -0.500299, 1.987440], [-0.175866, 0.163284, -0.390682], [-0.602835, 0.286989, 1.120702], [-1.049259, 0.747863, -1.334976], [0.136939, 2.877041, -0.788859], [-1.588863, 0.908680, 1.380774], [-1.082715, 2.418513, -1.385172], [1.534583, -2.728353, -0.299591], [1.572359, -2.016393, 2.166251], [0.433868, -1.316548, -1.936711], [0.318678, -0.211909, 3.033531], [0.669786, 0.781446, -0.178897], [-2.064948, 0.558872, -1.383932], [-0.647623, 2.573007, -2.724895]], "forces_ev_per_angstrom": [[1.6, -2.4, -3.6], [-2.0, 1.3, 3.1], [-0.1, 2.4, -0.4], [2.0, 0.1, 0.2], [-1.0, -1.8, 1.2], [-0.8, -1.6, -2.5], [-1.6, 0.7, -1.1], [2.1, 1.1, 2.2], [-0.7, 1.1, 0.9], [-0.6, 0.6, -2.5], [-0.5, 0.3, 1.1], [0.8, -0.6, 0.2], [-0.2, -0.4, 1.3], [-0.3, -0.4, -0.1], [1.3, 0.9, -0.9], [1.0, -1.0, 0.8], [-0.9, -0.4, 0.3]], "total_charge": 0, "e_homo_ev": -8.6613, "orbital_gap_ev": 8.2, "e_above_lowest_kj_mol": 344.0, "spin_multiplicity": 1, "max_force_ev_per_a": 4.634}

=====

{"formula": "C6H7NO4Sn", "method": "the ωB97M-V functional and the def2-TZVPD basis", "species": ["O", "C", "Sn", "C", "C", "O", "O", "C", "N", "C", "C", "O", "H", "H", "H", "H", "H", "H", "H"], "coordinates": [[-3.165798, -3.109908, 0.580413], [-2.165428, -2.765085, 0.072748], [-0.495933, -2.207984, -0.777358], [-0.672243, -2.416494, -2.704504], [0.946906, -3.357684, -0.144680], [-0.777865, -2.549219, -3.860768], [1.808300, -4.054858, 0.231546], [0.379295, 2.325439, -0.708247], [0.348819, 1.549294, 0.564458], [0.594665, 2.219887, 1.842397], [0.112760, 0.308119, 0.586617], [-0.099517, -0.251864, -0.614823], [0.598288, 3.368533, -0.494991], [-0.591887, 2.255735, -1.191904], [1.154147, 1.921988, -1.354614], [-0.283112, 2.086214, 2.478987], [1.461517, 1.754028, 2.317403], [0.781710, 3.271684, 1.696263], [0.065378, -0.347824, 1.481056]], "forces_ev_per_angstrom": [[4.2, 1.5, -2.1], [-6.2, -2.5, 3.2], [0.1, 0.8, 1.2], [-0.6, -0.1, -8.5], [5.1, -4.5, 2.4], [0.4, 0.2, 5.0], [-3.3, 2.8, -1.5], [0.0, -0.1, 0.2], [0.3, 1.3, 0.5], [0.0, -0.2, 0.9], [-0.5, -1.6, -2.5], [0.3, 1.2, 1.3], [0.0, -0.2, 0.2], [0.0, -0.1, 0.0], [0.0, -0.1, 0.0], [0.2, 0.2, 0.0], [-0.1, 0.2, 0.0], [0.0, 0.2, -0.1], [0.2, 1.0, -0.2]], "total_charge": 2, "e_homo_ev": [-15.5295, -15.5198], "orbital_gap_ev": [5.7, 5.7], "e_above_lowest_kj_mol": 0.0, "spin_multiplicity": 1, "max_force_ev_per_a": 8.490}